1.
10
Properties=species:S:1:pos:R:3 method="wB97M-V/def2-TZVPD" gap_ev=10.08 e_homo_ev=-9.4647
C -1.023 -1.636 -0.062
S -0.823 0.038 -0.761
C 0.433 0.684 0.385
O 0.941 -0.103 1.116
P 0.977 2.397 0.262
H -0.069 -2.067 0.093
H -1.844 -2.064 -0.819
H -1.514 -1.764 0.913
H 0.644 2.750 -1.140
H 2.278 1.766 0.013

***

2.
10
Properties=species:S:1:pos:R:3 method="wB97M-V/def2-TZVPD" multiplicity=3 gap_ev="7.73 / 8.95" e_homo_ev="-6.9648 / -10.3117"
C -0.733 1.303 0.196
C 0.705 -0.486 1.862
O -1.112 2.160 -0.480
P 0.290 -1.012 -2.976
S -1.045 0.174 1.350
H 1.276 -0.422 1.039
H 0.529 -1.437 2.054
H 1.015 0.221 2.608
H -0.886 -0.858 -2.261
H -0.038 0.357 -3.392

***

3.
9
Properties=species:S:1:pos:R:3 method="wB97M-V/def2-TZVPD" gap_ev=6.82 e_homo_ev=-2.7852 charge=-1
S -1.037 -2.041 -1.583
H -1.967 -1.089 -1.409
O 1.786 0.270 1.676
C 0.945 -0.073 0.867
C 0.002 0.858 0.189
H 0.952 -1.098 0.469
H -1.053 0.603 0.288
H 0.175 0.658 -0.873
H 0.198 1.913 0.377

***

4.
9
Properties=species:S:1:pos:R:3 method="wB97M-V/def2-TZVPD" gap_ev=6.57 e_homo_ev=-2.7206 charge=-1
S -1.213 0.575 2.890
H -2.270 0.801 2.089
O 2.145 -0.870 -0.997
C 1.278 -0.026 -0.930
C -0.108 -0.315 -0.495
H 1.531 0.962 -1.352
H -0.735 0.419 -1.009
H -0.366 -1.329 -0.791
H -0.262 -0.217 0.594

***

5.
8
Properties=species:S:1:pos:R:3 method="wB97M-V/def2-TZVPD" gap_ev=12.23 e_homo_ev=-11.0187
C -0.795 0.027 0.001
C 0.729 0.059 0.007
H -1.239 0.951 0.289
H -1.136 -0.245 -0.986
H -1.132 -0.676 0.706
H 1.299 -1.189 -0.497
H 1.164 0.057 1.021
H 1.110 1.015 -0.540

***

6.
11
Properties=species:S:1:pos:R:3 method="wB97M-V/def2-TZVPD" gap_ev=5.66 e_homo_ev=-21.4113 charge=+2
Al -0.369 -0.859 2.282
F 0.736 -0.105 4.115
C 0.512 0.700 -0.978
C -0.168 -0.618 -0.676
O -1.105 -0.382 0.348
H 1.409 0.631 -1.593
H 0.818 1.229 -0.075
H -0.115 1.398 -1.533
H 0.566 -1.401 -0.485
H -0.694 -1.014 -1.545
H -1.589 0.420 0.140

***

Record-wise M values, in u: 108.10, 108.10, 77.13, 77.13, 30.07, 92.05
Record-wise energy relative to the best compared isomer or geometry (same formula, charge and spin) values, in kcal/mol: 23.8, 27.2, 1.9, 4.2, 32.8, 0.0